{"formula": "C41H41BO2P2Ru", "method": "ωB97M-V/def2-TZVPD", "symbols": ["Ru", "C", "C", "C", "C", "C", "C", "C", "C", "C", "H", "H", "H", "H", "H", "H", "H", "H", "H", "H", "H", "H", "H", "H", "H", "P", "P", "C", "C", "C", "C", "C", "C", "C", "C", "C", "C", "C", "C", "C", "C", "C", "C", "C", "C", "C", "C", "C", "C", "C", "C", "C", "C", "H", "H", "H", "H", "H", "H", "H", "H", "H", "H", "H", "H", "H", "H", "H", "H", "H", "H", "H", "H", "H", "H", "O", "B", "O", "C", "C", "C", "C", "C", "C", "H", "H", "H", "H"], "positions_angstrom": [[-2.18, -2.91, -4.75], [1.27, -0.25, -2.42], [1.57, -1.00, -3.54], [2.34, -2.30, -3.56], [1.57, -3.64, -3.38], [0.57, -3.80, -2.29], [0.46, -3.16, -1.12], [1.49, -2.22, -0.61], [1.56, -0.72, -1.04], [-2.97, -1.95, -0.94], [0.58, 0.59, -2.51], [1.14, -0.69, -4.50], [3.17, -2.32, -2.83], [2.82, -2.39, -4.56], [1.06, -3.90, -4.32], [2.38, -4.40, -3.31], [-0.28, -4.43, -2.58], [-0.47, -3.30, -0.54], [2.48, -2.64, -0.85], [1.35, -2.20, 0.49], [0.90, -0.15, -0.37], [2.57, -0.39, -0.78], [-4.04, -1.74, -0.97], [-2.85, -2.97, -0.56], [-2.54, -1.92, -1.95], [-3.64, -2.94, -6.04], [-2.94, -5.15, -4.11], [-1.67, -4.24, -6.25], [-1.61, -5.28, -5.32], [-4.04, -2.77, -7.67], [-3.42, -3.31, -8.79], [-4.16, -3.21, -9.97], [-5.46, -2.63, -9.89], [-6.10, -2.16, -8.72], [-5.36, -2.23, -7.57], [-2.69, -1.12, -5.86], [-2.85, -0.67, -4.49], [-1.91, 0.30, -4.04], [-1.02, 0.90, -4.94], [-1.05, 0.57, -6.32], [-1.87, -0.45, -6.80], [-4.26, -6.18, -4.87], [-4.80, -5.82, -6.10], [-5.87, -6.52, -6.65], [-6.33, -7.67, -6.00], [-5.71, -8.12, -4.83], [-4.67, -7.39, -4.26], [-2.55, -5.91, -2.52], [-3.44, -5.73, -1.43], [-3.09, -6.23, -0.18], [-1.88, -6.91, -0.01], [-1.04, -7.15, -1.10], [-1.38, -6.67, -2.37], [-0.93, -4.04, -7.04], [-0.72, -5.84, -5.07], [-2.42, -3.75, -8.71], [-3.74, -3.56, -10.93], [-6.04, -2.54, -10.80], [-7.12, -1.74, -8.65], [-5.69, -1.93, -6.56], [-3.55, -1.10, -3.73], [-1.81, 0.47, -3.00], [-0.34, 1.68, -4.63], [-0.34, 1.03, -7.00], [-1.58, -0.96, -7.73], [-4.38, -4.98, -6.67], [-6.31, -6.18, -7.58], [-7.15, -8.23, -6.43], [-6.02, -9.05, -4.35], [-4.16, -7.74, -3.36], [-4.38, -5.20, -1.60], [-3.78, -6.10, 0.66], [-1.60, -7.28, 0.97], [-0.11, -7.71, -0.99], [-0.76, -6.88, -3.24], [-2.09, 0.44, -0.44], [-2.29, -0.90, -0.06], [-1.70, -1.17, 1.18], [-1.11, 0.01, 1.56], [-0.09, 0.12, 2.48], [0.77, 1.23, 2.35], [0.53, 2.21, 1.38], [-0.56, 2.13, 0.50], [-1.35, 1.00, 0.57], [0.06, -0.66, 3.22], [1.62, 1.32, 3.03], [1.20, 3.07, 1.31], [-0.76, 2.89, -0.25]], "relative_energy_ev": 3.961, "orbital_gap_ev": [6.05, 3.01], "spin_multiplicity": 5, "total_charge": 2}

---

{"formula": "C41H41CdCl5N5O4PS", "method": "ωB97M-V/def2-TZVPD", "symbols": ["Cd", "O", "C", "C", "C", "C", "C", "C", "C", "O", "N", "N", "C", "C", "C", "C", "C", "C", "C", "O", "H", "H", "H", "H", "H", "H", "H", "H", "H", "H", "Cl", "C", "C", "C", "Cl", "C", "Cl", "C", "Cl", "C", "Cl", "C", "C", "C", "C", "C", "C", "C", "S", "C", "O", "H", "H", "H", "H", "H", "H", "H", "H", "H", "H", "C", "C", "C", "P", "C", "C", "C", "C", "C", "C", "H", "H", "H", "H", "H", "H", "H", "H", "H", "H", "H", "H", "H", "H", "H", "H", "H", "H", "H", "H", "H", "N", "C", "C", "C", "N", "C", "N"], "positions_angstrom": [[-0.45, -0.43, 0.33], [2.29, 2.54, -3.90], [1.28, 3.33, -4.00], [1.40, 4.62, -4.61], [0.32, 5.47, -4.73], [-0.94, 5.11, -4.25], [-1.09, 3.87, -3.65], [-0.02, 2.98, -3.52], [-0.23, 1.64, -2.94], [0.79, 0.78, -3.05], [-1.34, 1.32, -2.38], [-1.35, 0.04, -1.80], [-2.01, -0.83, -2.46], [-2.05, -2.25, -2.19], [-3.08, -3.00, -2.78], [-3.16, -4.37, -2.62], [-2.15, -5.02, -1.91], [-1.10, -4.32, -1.37], [-1.03, -2.90, -1.43], [-0.06, -2.27, -0.85], [1.57, 1.36, -3.37], [2.37, 4.89, -5.01], [0.46, 6.43, -5.21], [-1.78, 5.78, -4.35], [-2.06, 3.55, -3.27], [-2.53, -0.49, -3.36], [-3.83, -2.47, -3.36], [-3.99, -4.93, -3.05], [-2.20, -6.10, -1.77], [-0.31, -4.84, -0.84], [-3.51, -1.40, 0.49], [-3.12, -0.55, 1.94], [-1.96, 0.25, 1.96], [-1.77, 0.92, 3.16], [-0.51, 2.12, 3.30], [-2.56, 0.74, 4.30], [-2.18, 1.53, 5.80], [-3.66, -0.10, 4.24], [-4.66, -0.34, 5.62], [-3.97, -0.72, 3.03], [-5.38, -1.71, 2.91], [6.70, 3.59, 1.97], [5.33, 3.52, 1.33], [4.19, 3.47, 2.13], [2.93, 3.30, 1.55], [2.82, 3.22, 0.18], [3.94, 3.30, -0.63], [5.19, 3.45, -0.05], [1.25, 2.79, -0.59], [0.50, 4.43, -0.42], [0.51, 1.92, 0.38], [6.65, 4.07, 2.95], [7.40, 4.13, 1.34], [7.10, 2.58, 2.11], [4.27, 3.53, 3.20], [2.05, 3.22, 2.17], [3.82, 3.23, -1.71], [6.08, 3.50, -0.68], [0.45, 4.67, 0.64], [-0.49, 4.37, -0.86], [1.12, 5.14, -0.98], [3.39, -0.20, -0.84], [3.65, -0.21, 0.67], [5.05, -0.78, 0.95], [2.18, -0.96, 1.53], [2.52, -2.77, 1.78], [2.64, -3.46, 0.41], [3.64, -3.23, 2.71], [2.27, -0.18, 3.22], [3.63, 0.08, 3.87], [1.32, -0.90, 4.18], [4.15, 0.39, -1.36], [2.41, 0.22, -1.08], [3.41, -1.22, -1.25], [3.63, 0.83, 1.02], [5.16, -1.77, 0.50], [5.28, -0.85, 2.01], [5.79, -0.12, 0.48], [1.57, -3.10, 2.23], [3.62, -3.29, -0.02], [1.87, -3.10, -0.27], [2.50, -4.54, 0.53], [4.63, -3.06, 2.28], [3.53, -4.30, 2.87], [3.60, -2.74, 3.69], [1.83, 0.80, 3.02], [4.15, -0.84, 4.13], [3.47, 0.65, 4.79], [4.28, 0.68, 3.22], [1.79, -1.79, 4.60], [0.40, -1.21, 3.68], [1.05, -0.24, 5.02], [-0.83, -2.50, 2.11], [-0.95, -3.66, 2.11], [-1.01, -5.06, 2.19], [0.20, -5.78, 2.23], [1.20, -6.37, 2.28], [-2.23, -5.77, 2.21], [-3.22, -6.38, 2.24]], "relative_energy_ev": 0.448, "orbital_gap_ev": 6.23, "spin_multiplicity": 1, "total_charge": -2}

---

These records have max |F| values of 0.1206, 0.0108 hartree/bohr, in the order they appear.